Record 1
12
Properties=species:S:1:pos:R:3:forces:R:3:lowdin_charge:R:1 method="wB97M-V/def2-TZVPD" de_lowest_kj_mol=172.2 molar_mass_g_mol=126.2 energy_ev=-33145.35761 smiles=PCC(S)S homo_energy_ev=-9.330 gap_ha=0.367
S -1.211346 -2.055054 0.394756 -0.2860 2.0737 0.4480 0.61
S -2.359382 0.547812 -0.413782 0.1498 1.8625 0.7448 0.64
P 2.074987 -0.303313 0.151151 -1.3374 -0.9353 0.2903 0.78
C 0.338691 0.127623 -0.560651 1.0390 1.3237 -0.1000 -0.63
C -0.850246 -0.096174 0.321185 -0.3739 -2.4933 2.0654 -1.05
H 0.186548 -0.308834 -1.553827 0.0137 -0.0793 0.2654 0.06
H 0.305831 1.213222 -0.707585 0.3321 -0.0271 -0.2261 0.05
H -2.125398 1.916762 -0.066448 -0.2954 -1.6852 -0.4927 -0.08
H -0.154329 -2.194020 -0.349818 0.8211 -0.6815 -0.6223 -0.21
H 2.783754 0.856104 -0.096812 0.0814 0.7624 -0.4058 -0.15
H 1.701426 0.145409 1.438764 0.1767 -0.1125 0.1316 -0.11
H -0.690539 0.150463 1.443064 -0.3211 -0.0081 -2.0986 0.08

=====

Record 2
22
Properties=species:S:1:pos:R:3:forces:R:3:lowdin_charge:R:1 method="wB97M-V/def2-TZVPD" de_lowest_kj_mol=720.1 molar_mass_g_mol=140.2 energy_ev=-12474.09631 homo_energy_ev="-7.948 / -9.275" gap_ha="0.252 / 0.351"
O -2.995578 -0.147331 1.751968 0.7689 -0.7270 -1.7191 -0.03
N -2.477364 -0.355602 0.635111 -0.7605 1.8852 -0.2746 -0.16
N -2.823722 -0.004192 -0.521667 0.7351 -0.5437 1.5452 -0.01
C 0.152698 -0.422977 0.371959 0.2426 -0.1382 0.3885 0.02
C 2.225612 0.937054 0.552832 -0.3006 0.0023 1.3482 -0.22
C -4.200913 0.504850 -0.630389 0.1971 -0.9742 -1.2950 -0.10
C 0.798882 -1.548281 0.115821 1.7343 4.1208 -0.2560 -0.07
C 2.709636 0.056551 -0.534934 0.2228 1.5025 -4.4802 -0.26
C 0.660496 1.001583 0.525794 -0.0331 -1.4999 0.2883 -0.18
C 2.295460 -1.339793 -0.375396 -1.9250 -4.2660 -0.5352 -0.23
H 0.502648 -2.498848 0.358264 -0.9861 -2.1884 0.0948 0.06
H 0.253420 1.615896 -0.288398 0.3624 0.0546 0.2008 0.11
H 2.356595 -2.015304 -1.298939 -0.0995 1.5449 0.4378 0.13
H 2.650266 0.490297 1.482072 -0.8007 0.5846 -0.0576 0.13
H -4.364344 1.523591 -0.921402 0.8589 0.7537 -0.3067 0.07
H 2.865756 -2.037235 0.240924 0.5493 0.7411 0.8292 0.10
H -4.682890 0.397120 0.284497 -1.1130 -0.4529 1.6032 0.04
H -4.667467 -0.100419 -1.423056 -0.0028 0.1252 0.3969 0.08
H 2.515476 1.976246 0.507302 0.6528 0.1892 -0.2298 0.10
H 2.044045 0.451510 -1.471113 1.9138 -0.8932 1.5001 0.16
H 0.349951 1.422229 1.491231 -0.2611 -0.1255 -0.2788 0.11
H 3.831328 0.093049 -0.852490 -1.9557 0.3050 0.8001 0.15

=====

Record 3
155
Properties=species:S:1:pos:R:3:forces:R:3:lowdin_charge:R:1 method="wB97M-V/def2-TZVPD" total_charge=+1 molar_mass_g_mol=1069.4 energy_ev=-145061.79532 homo_energy_ev=-10.420 gap_ha=0.245
K -1.279920 -2.660894 1.627669 0.5833 0.2438 0.8715 0.81
K -3.442111 -2.537130 -1.557832 -0.4965 0.4237 -0.5816 0.87
S 0.131285 -1.372431 -1.872157 3.5512 -3.3649 -2.5222 0.63
S -1.390909 0.232547 -0.928117 -2.9330 5.8481 0.5326 0.47
F -2.854641 0.334295 -0.203699 -0.0059 -1.0354 -0.8663 -0.21
F 0.830608 -2.583717 -1.057573 -0.3991 0.2929 -0.0300 -0.22
O -7.238074 -0.384461 -0.511211 -0.3272 0.8981 0.0475 -0.21
O 3.101456 3.078402 -0.232334 -0.1269 -1.4853 0.5412 -0.20
O -1.638550 0.643712 -2.338662 0.8258 -1.1442 3.2302 -0.29
O 2.763631 2.514160 -4.612884 -0.6063 2.2662 -0.8632 -0.17
O -0.975848 -3.590772 4.420474 2.8830 -1.4338 -1.7603 -0.24
O -0.698770 1.076781 0.010130 0.2147 -0.9617 -1.6478 -0.24
O 5.865116 2.762513 1.436118 0.3484 0.4494 3.5001 -0.19
O 0.825107 -4.770761 2.393658 0.2739 0.5750 -0.2205 -0.24
O 4.890675 -2.865283 0.505357 0.4154 -0.2627 0.5669 -0.19
O -5.915077 2.552454 1.106353 1.5293 -0.8273 -1.1079 -0.22
O 1.223087 3.610376 5.861264 0.9557 0.0334 -0.0348 -0.18
O 3.330283 -4.248187 -5.425444 -2.5539 1.7870 -0.0460 -0.16
O 1.184998 -0.343248 -1.824562 -3.2243 -1.8190 0.0668 -0.26
O -5.309652 -0.502992 -2.643122 -0.1064 -0.2570 0.4689 -0.27
O -0.156165 -2.056893 -3.168341 -0.2613 2.1924 3.3982 -0.29
O -4.426060 4.751055 -0.901142 -0.7025 0.1395 0.2145 -0.17
O 0.074150 -0.263419 2.601761 -3.8498 0.1086 0.4913 -0.26
O 1.823577 -3.352603 -7.549201 0.5915 -0.8879 0.6325 -0.16
O 6.245830 -3.793426 3.058098 0.2330 -1.0650 -0.5491 -0.21
O -0.519674 4.255772 -4.437828 2.3713 0.2010 1.3020 -0.16
O -0.472319 4.020184 3.555090 0.4159 0.1271 1.9195 -0.21
O -2.820834 -0.755313 3.260158 1.0416 -0.1514 -0.3772 -0.29
N -1.174525 -1.310873 -0.777745 2.1354 -0.0736 -2.0071 -0.45
C 6.215320 -3.376707 0.540239 1.8523 1.0289 1.5498 -0.21
C 1.697693 3.459702 -4.847347 1.5799 1.4768 -0.3312 -0.19
C -0.458573 -4.954229 4.459396 2.8980 0.8194 -0.6621 -0.11
C 2.470188 3.082310 6.251752 -0.8489 -0.6855 0.9510 -0.10
C -6.766352 -0.482038 -2.883088 1.6614 -0.2633 -0.1096 -0.15
C 4.589357 2.234154 1.654906 -0.1434 -0.8716 -0.2744 -0.18
C 4.321040 -3.049408 -0.771819 -0.3381 -1.3223 0.3877 -0.10
C 2.012474 -3.693048 -5.178319 1.4669 0.0148 -0.7290 -0.17
C 2.070260 -4.744380 1.683125 0.1373 -1.4539 -0.0692 -0.08
C -4.256510 5.358167 0.373946 -0.2449 -0.2332 0.0109 -0.07
C 3.679065 -5.238246 -4.561849 2.2705 -0.9112 0.3124 -0.16
C -4.198118 -0.628420 2.863061 1.3576 0.3893 0.6196 -0.07
C 6.049444 -5.260484 2.888769 0.6474 1.7907 0.3752 -0.06
C -7.046898 2.631097 1.903221 -0.3233 1.5160 -0.3868 -0.13
C -4.507231 0.351771 -3.479813 -0.7394 -0.0196 -0.4568 -0.08
C -7.525354 -1.058117 0.727726 0.9282 0.7109 -1.1940 -0.06
C 2.387564 1.288919 -5.147024 0.0550 -1.3021 1.4831 -0.13
C 6.897483 -3.098584 1.956112 -2.2306 -0.8757 -0.7382 -0.15
C 0.997759 -4.878399 3.803097 -1.6964 0.8361 0.2216 -0.17
C 1.537476 -2.535473 -8.626808 -0.5639 1.1579 -0.4050 -0.13
C 3.226204 2.873762 1.203857 1.3236 0.7640 -0.9812 -0.17
C 0.950331 4.280676 3.586613 -2.0923 1.1364 0.5529 -0.16
C -0.577025 0.391350 3.727347 -1.5256 -0.4507 -0.3812 -0.10
C -2.015813 -3.276433 5.221516 -2.5105 -0.6735 1.2570 -0.14
C 1.375025 4.714071 5.016493 -1.5901 0.0083 -1.6496 -0.20
C 3.224189 1.825964 -0.984690 1.0003 1.1463 0.3251 -0.07
C 0.545615 3.396588 -3.921274 -2.1030 -1.1508 0.1791 -0.19
C 1.724795 -2.719433 -6.290853 -0.6199 -0.2698 -0.4205 -0.21
C 6.177565 3.416576 0.299923 -0.5755 0.2083 -1.7497 -0.13
C -1.048626 3.939714 2.296330 0.9378 -0.6140 -0.3632 -0.13
C -1.719378 4.021182 -3.783408 -2.0043 -1.0442 -1.4508 -0.14
C -7.475021 -1.118645 -1.698058 0.0264 0.7648 0.1728 -0.20
C 1.327404 -0.682226 2.927247 1.6884 1.4254 -0.5490 -0.13
C -4.787681 3.401784 -0.949747 -0.7117 -2.0678 0.4015 -0.20
C -6.130563 2.935583 -0.260306 1.0734 1.8804 0.3968 -0.15
C -2.160318 0.498668 3.573536 0.6718 -0.1431 -0.7103 -0.12
H -0.413570 -0.110347 4.681121 0.5048 -0.4539 -0.0946 0.12
H -0.151795 1.392162 3.802428 -0.2755 0.2389 0.1295 0.12
H -5.093948 0.453902 -4.392745 0.3278 0.7323 -0.1733 0.10
H 2.589032 -5.675043 1.912974 0.1684 -0.2590 0.1185 0.08
H -6.694427 2.167719 -0.789958 0.1714 -0.0156 -0.1475 0.11
H -8.533000 -1.078031 -1.957171 -0.2929 -0.3685 0.0704 0.13
H 4.631644 1.252691 1.182632 -0.4100 -0.4865 -0.0161 0.10
H -7.153967 0.498747 -3.158607 0.2973 0.4205 0.6769 0.13
H 3.072472 0.957552 -0.343648 -0.6197 -0.0036 -0.1804 0.07
H 6.725429 -2.029812 2.083505 0.0979 -0.0652 0.5945 0.12
H -6.927529 -1.046553 -3.801480 -0.2407 -0.5019 0.0757 0.13
H -4.054744 2.702839 -0.546782 0.7389 0.2695 0.3203 0.11
H -4.050445 6.412969 0.192214 0.6848 -0.2516 -0.0515 0.10
H -1.039330 4.887099 1.757366 -0.2910 0.2799 0.0244 0.09
H 1.382899 3.443877 -5.890783 -0.3170 -0.5345 -0.0562 0.13
H 1.918966 -3.124347 -4.253161 0.4762 -0.0136 0.3622 0.10
H 2.841015 3.650997 7.104509 0.5959 0.2798 -0.2574 0.09
H 2.646988 1.863165 -1.908571 -0.5129 0.0399 0.4892 0.07
H 1.319306 -1.434788 3.715713 0.5210 -0.1794 -0.1438 0.10
H 3.910824 -4.918550 -3.545892 -0.3200 0.3852 0.3800 0.07
H 0.191033 2.367486 -3.863536 -0.5582 -0.4116 -0.5716 0.10
H 2.086530 4.474576 -4.764124 0.6134 -0.0482 0.1854 0.13
H 6.846976 -2.822803 -0.154246 0.0482 0.2975 -0.2849 0.12
H -2.332493 1.244949 2.797954 -0.2880 -0.1653 -0.3738 0.10
H 3.057046 3.862342 1.630679 0.1884 0.0566 -0.0104 0.11
H -4.203430 1.277606 -2.991314 -0.7681 0.2546 0.0498 0.07
H 0.742486 3.508813 -2.855086 0.4389 1.1516 0.0653 0.13
H 2.330491 5.211113 4.848755 0.7248 -0.6130 0.7697 0.12
H 6.126545 -5.774263 3.846988 -0.2127 0.5787 0.3556 0.08
H -1.951560 -3.697260 6.224938 0.3905 0.0975 0.2868 0.10
H -2.660055 0.867064 4.469441 0.5744 0.2468 0.3547 0.13
H -4.851592 3.125662 -2.002258 -0.1419 0.3594 -0.1226 0.11
H 0.741116 5.482794 5.458447 -0.3385 0.2051 -0.6127 0.13
H -6.759660 -1.832380 0.679500 -0.6619 -0.9653 0.8634 0.08
H -2.499701 4.725790 -4.071035 0.5488 0.8666 0.2122 0.09
H 1.908077 1.262994 -6.125554 -0.0006 0.4741 -0.1156 0.09
H -7.279773 -0.393575 1.556075 0.1473 0.2204 -0.2581 0.08
H 1.045650 -1.644114 -8.237354 -0.9294 0.0204 -0.3629 0.08
H 5.044705 -5.413549 2.494831 0.2536 -0.2529 -0.4065 0.06
H 4.648617 -5.483165 -4.995535 0.1952 -0.8706 0.4286 0.10
H -0.256389 -5.331175 5.461965 -0.5653 0.3480 0.3490 0.13
H 2.344052 -2.062521 -9.187031 0.9891 -0.5426 0.2594 0.08
H 3.071040 -6.140728 -4.499117 -0.5129 0.0528 -0.3526 0.09
H -7.326439 3.682979 1.844080 -0.6144 0.2940 0.4584 0.08
H -6.782919 2.430057 2.941492 -0.1427 -0.4452 -0.1779 0.09
H 3.159969 2.993486 5.412467 0.2025 0.0275 0.1326 0.09
H 1.458002 3.378221 3.246091 0.3868 0.1391 0.0100 0.10
H 1.718794 0.943168 -4.358802 -0.4780 -1.2239 -0.5558 0.07
H -3.526323 -0.024431 -3.770279 -0.1867 -0.9970 0.2143 0.07
H 5.274929 3.980238 0.064073 0.3940 0.2416 -1.2037 0.09
H 1.644893 -5.712108 4.075603 -0.2177 -0.3433 -0.0633 0.13
H 2.215905 2.110280 6.674368 0.3788 -0.2879 -0.2184 0.09
H 3.271902 0.651798 -5.158349 -0.0166 -0.0493 -0.0869 0.09
H -0.422850 3.254697 1.724250 -0.2916 -0.3341 -0.6377 0.08
H -2.205644 -2.205225 5.289277 0.3404 -0.0807 -0.2471 0.09
H -2.046995 3.522621 2.428260 -0.0372 0.2292 -0.2089 0.08
H -4.485034 -1.615184 2.499649 -0.1728 0.1418 -0.2226 0.08
H -2.890407 -3.767627 4.795009 -0.7668 0.2254 0.0973 0.09
H 7.968701 -3.299881 1.965524 0.0150 -0.1814 -0.3225 0.12
H -4.231804 0.169620 2.121371 -0.6138 -0.1256 -0.2049 0.08
H 1.867931 -4.829152 0.615421 -0.2111 0.4590 0.0652 0.09
H 4.691060 2.074702 2.728372 -1.0871 -0.1344 0.1735 0.12
H 4.484146 -2.230390 -1.472318 0.3378 -0.1156 -0.0433 0.10
H -7.892259 2.083492 1.486588 -0.0640 -0.5219 0.3129 0.09
H 7.030086 4.090578 0.383803 0.0010 -0.1070 0.4474 0.09
H -1.801194 3.839788 -2.711723 0.8043 0.1884 0.1438 0.09
H 4.694119 -4.031357 -1.062829 0.1989 0.1715 -1.1297 0.08
H 6.444385 2.593070 -0.362451 -0.0501 0.5659 -1.3342 0.09
H -8.579737 -1.308038 0.845686 0.1181 -0.6343 -0.2317 0.10
H 2.409343 2.242514 1.553689 0.0367 -0.4030 0.0800 0.10
H -7.163189 -2.152408 -1.549045 0.0503 -0.3147 -0.1601 0.12
H -6.630183 3.904269 -0.272170 -1.0370 -0.0610 0.1198 0.12
H 2.318153 -1.805092 -6.294082 0.5488 -0.1110 0.3870 0.12
H 1.291468 -4.506667 -5.099074 -0.1957 -0.1140 -0.4006 0.13
H -2.113994 3.163795 -4.328639 -0.3752 -0.9509 0.5813 0.08
H -0.957070 -5.736389 3.886849 -0.8798 0.4215 -0.0467 0.13
H 1.467724 -3.963506 4.163930 0.1262 0.0849 0.1965 0.12
H -3.517644 4.794199 0.943272 0.4234 0.3953 0.0224 0.07
H 1.860360 0.239473 3.160765 0.6354 -0.0806 1.2106 0.09
H -4.793701 -0.396116 3.745910 -0.2711 0.1634 -0.0867 0.10
H 6.394706 -4.412835 0.253260 -0.9387 -0.4034 0.0061 0.11
H 4.250842 1.743191 -1.341386 0.2991 0.0213 0.0775 0.08
H -5.133115 5.409008 1.019751 -0.5865 -0.4964 -0.2470 0.08
H 6.874639 -5.710158 2.336551 -0.2802 0.1176 -0.6395 0.08
H 1.046565 5.138847 2.921493 0.8122 -0.0306 -0.3488 0.13
H 0.968021 -3.096916 -9.367484 -0.3501 0.1664 0.1769 0.09
H 2.808105 -3.971510 1.898436 -0.5393 0.6356 0.2043 0.09
H 0.704687 -2.384522 -6.102927 -0.4703 0.1672 -0.1833 0.12
H 1.832926 -0.853946 1.976952 0.0052 -1.2922 0.0359 0.10
H 3.253144 -3.250152 -0.685823 -0.1705 0.5695 0.2649 0.05